# 1
{
  "formula": "C47H46N5O3S2TeY",
  "method": "the ωB97M-V functional and the def2-TZVPD basis",
  "species": ["C", "H", "H", "C", "N", "H", "C", "H", "H", "H", "H", "C", "H", "H", "C", "H", "H", "H", "N", "N", "H", "C", "H", "C", "H", "H", "H", "C", "C", "O", "C", "C", "C", "H", "H", "H", "C", "C", "H", "Te", "H", "O", "C", "C", "C", "H", "C", "H", "H", "H", "C", "C", "H", "H", "S", "H", "C", "C", "C", "C", "H", "C", "H", "H", "C", "C", "Y", "H", "C", "O", "C", "C", "C", "C", "C", "C", "H", "H", "H", "C", "H", "H", "C", "C", "C", "H", "H", "C", "H", "N", "S", "C", "C", "H", "H", "C", "H", "C", "C", "H", "C", "N", "C", "C", "H"],
  "positions_angstrom": [[4.693, -0.027, 1.966], [-5.604, -1.428, 0.695], [3.861, 3.963, -3.457], [-2.099, 0.147, -1.286], [2.622, 0.243, 3.171], [6.758, -0.157, 5.238], [-6.037, -2.409, -1.665], [-3.851, -1.574, 0.717], [-8.363, -3.119, -2.675], [-1.849, -6.330, -0.139], [-2.494, 0.867, -4.630], [4.036, 0.082, 3.233], [7.767, -0.368, 0.578], [-5.190, -4.238, -4.366], [-2.116, 0.837, -0.063], [-3.991, 4.524, -0.613], [1.152, 0.613, -3.087], [-3.006, 2.672, -3.351], [3.927, -0.067, 0.826], [1.817, 2.855, -2.308], [-0.694, 1.440, 3.852], [-2.431, 0.808, -2.482], [3.882, -0.234, -1.207], [3.391, 4.615, -2.727], [-6.912, -2.081, -1.112], [-7.714, -4.589, -3.406], [1.897, 2.981, 7.784], [1.673, 4.987, -1.076], [3.882, 5.893, -2.515], [0.473, -0.732, 3.375], [-2.615, -3.870, -3.813], [-0.883, -5.893, -0.359], [-5.075, -3.615, -3.484], [-4.609, -0.205, -0.093], [6.350, -0.384, -1.462], [-1.884, -4.351, -3.160], [5.917, -0.287, -0.477], [1.732, 1.507, 6.244], [2.577, 0.926, 6.591], [-1.616, -1.900, -1.468], [-1.673, -0.560, -3.998], [2.085, -2.472, 0.870], [2.294, 4.169, -2.004], [-2.748, 2.162, -2.428], [0.233, 3.372, 6.482], [7.922, -0.306, 3.071], [-6.209, -3.162, -2.817], [2.078, -6.642, -1.826], [-2.442, 2.728, 0.874], [4.308, 0.073, 5.335], [1.615, -4.781, -0.868], [1.001, 1.099, 5.135], [-2.955, -4.620, -4.526], [-0.069, 4.265, 7.015], [1.593, -0.293, 4.256], [-3.422, -0.458, -3.925], [-7.584, -3.508, -3.330], [-3.092, 4.344, -1.206], [-2.439, 2.191, -0.072], [-4.774, -2.070, -1.176], [-1.339, -4.045, 0.627], [-0.600, -4.599, 0.060], [-3.270, 4.733, -2.209], [-1.754, -0.850, 1.275], [1.411, 1.880, -1.485], [0.074, -6.621, -1.053], [1.550, -0.452, 1.346], [-7.744, -3.093, -4.327], [6.091, -0.165, 1.924], [2.106, -1.243, 5.187], [0.643, -4.035, -0.208], [4.524, -0.194, -0.333], [-3.661, -2.490, -1.908], [0.970, -2.627, 0.188], [-1.821, 0.232, 1.289], [-4.701, -1.275, 0.105], [-2.088, -3.094, -4.375], [0.697, -0.023, -1.546], [1.702, 6.902, -0.131], [-0.119, 1.798, 4.696], [4.736, 6.239, -3.083], [0.801, 4.645, -0.534], [1.341, 2.654, 6.915], [-2.750, 2.875, -1.237], [-2.503, 0.127, -3.830], [-2.285, 4.925, -0.755], [-0.874, 0.619, 1.682], [1.324, -6.066, -1.303], [-1.372, 3.495, 5.061], [1.136, 0.711, -2.086], [1.250, 2.082, 0.197], [4.791, 0.028, 4.369], [3.283, 6.717, -1.570], [-0.150, -7.627, -1.387], [3.669, 7.712, -1.395], [2.183, 6.260, -0.859], [-2.582, 0.516, 2.016], [-0.498, 2.942, 5.381], [-3.794, -3.308, -3.045], [1.954, 2.586, -3.270], [6.689, -0.279, 0.648], [0.245, -1.558, -0.091], [6.199, -0.116, 4.313], [6.845, -0.201, 3.123], [2.594, -4.349, -1.038]],
  "forces_ev_per_angstrom": [[-0.26, -0.15, 0.06], [0.01, -0.01, -0.04], [-0.03, 0.03, 0.06], [0.02, 0.07, 0.08], [1.24, -0.17, 0.82], [-0.04, 0.00, 0.00], [-0.04, 0.01, 0.04], [0.04, -0.02, -0.02], [0.03, 0.00, 0.00], [0.03, 0.00, 0.00], [-0.03, 0.00, 0.03], [-0.58, 0.23, -0.10], [-0.04, 0.00, 0.02], [0.00, 0.04, 0.05], [0.02, 0.04, -0.02], [0.02, -0.03, -0.01], [-0.03, 0.03, -0.03], [0.02, -0.02, 0.06], [0.08, 0.00, 0.56], [0.06, 0.15, 0.08], [0.06, 0.00, 0.02], [-0.03, 0.05, -0.01], [0.00, -0.01, -0.01], [0.09, 0.07, -0.05], [0.04, -0.02, -0.03], [0.03, 0.03, 0.01], [-0.02, 0.01, -0.01], [-0.13, 0.08, 0.05], [-0.04, 0.02, 0.05], [0.08, 0.13, 0.08], [-0.07, 0.09, 0.04], [0.02, 0.01, -0.01], [0.03, -0.07, -0.05], [0.00, -0.03, -0.02], [-0.01, 0.01, 0.03], [-0.02, -0.01, 0.04], [-0.03, -0.01, -0.09], [-0.11, 0.03, -0.01], [-0.06, 0.02, -0.04], [-0.06, -0.05, -0.05], [0.05, 0.00, 0.02], [-0.27, -0.61, -0.63], [-0.01, -0.23, 0.01], [0.01, 0.04, -0.10], [0.01, -0.03, -0.02], [-0.05, 0.00, -0.02], [-0.12, 0.01, 0.00], [-0.03, 0.03, 0.01], [-0.01, -0.04, -0.06], [0.01, 0.01, -0.01], [0.00, -0.02, -0.01], [-0.13, 0.18, 0.10], [-0.03, 0.03, 0.01], [0.00, -0.02, -0.02], [0.17, 0.02, 0.01], [0.03, 0.01, 0.03], [0.06, 0.01, 0.03], [0.03, -0.07, 0.01], [0.03, 0.03, 0.09], [-0.10, -0.02, -0.07], [0.01, 0.01, -0.01], [-0.03, -0.03, 0.01], [0.01, -0.03, 0.02], [-0.01, -0.08, -0.01], [-0.16, 0.05, -0.09], [0.03, 0.02, -0.02], [0.06, 0.97, -0.23], [0.03, 0.00, 0.02], [0.24, 0.05, -0.28], [0.04, -0.12, 0.07], [-0.05, 0.17, 0.00], [0.01, 0.03, -0.08], [0.14, -0.04, 0.03], [0.02, 0.11, 0.03], [0.00, -0.04, -0.16], [0.03, -0.05, -0.11], [-0.02, 0.00, 0.03], [-0.04, -0.10, 0.05], [0.03, -0.01, -0.03], [0.15, -0.02, 0.11], [-0.02, 0.00, 0.02], [0.11, 0.04, -0.08], [-0.03, 0.05, 0.03], [-0.04, 0.12, -0.01], [-0.04, 0.02, 0.10], [-0.02, -0.03, -0.01], [-0.12, 0.10, -0.04], [-0.04, 0.00, 0.04], [0.03, -0.01, 0.02], [0.11, -0.10, 0.21], [0.08, 0.13, -0.22], [0.15, 0.02, 0.23], [0.01, -0.06, -0.03], [0.02, 0.05, 0.02], [-0.01, -0.02, -0.01], [-0.01, 0.05, 0.02], [-0.03, 0.03, -0.05], [-0.01, 0.03, 0.04], [0.00, -0.04, 0.02], [-0.04, 0.03, -0.07], [0.10, 0.01, 0.10], [-0.44, -1.22, -0.62], [-0.21, 0.02, 0.17], [0.04, 0.01, -0.17], [-0.04, -0.01, 0.01]],
  "lowdin_spin": [0.00, 0.00, 0.00, 0.01, 0.00, 0.00, 0.00, 0.00, 0.00, 0.00, 0.00, 0.00, 0.00, 0.00, 0.00, 0.00, 0.00, 0.00, 0.00, 0.00, 0.00, 0.01, 0.00, 0.00, 0.00, 0.00, 0.00, 0.00, 0.00, 0.00, 0.00, 0.00, 0.00, 0.00, 0.00, 0.00, 0.00, 0.00, 0.00, 0.36, 0.01, 0.02, 0.00, 0.00, 0.00, 0.00, 0.01, 0.00, 0.00, 0.00, 0.00, 0.00, 0.00, 0.00, 0.00, 0.00, 0.00, 0.00, 0.00, 0.02, 0.01, 0.01, 0.00, 0.00, 0.00, 0.00, 0.02, 0.00, 0.00, 0.00, 0.01, 0.00, 0.14, 0.02, 0.00, 0.01, 0.00, 0.00, 0.00, 0.00, 0.00, 0.00, 0.00, 0.00, 0.01, 0.00, 0.00, 0.01, 0.00, 0.00, 0.00, 0.00, 0.00, 0.00, 0.00, 0.00, 0.00, 0.00, 0.03, 0.00, 0.00, 0.27, 0.00, 0.00, 0.00],
  "spin_multiplicity": 2,
  "charge": 1,
  "s2": 0.76,
  "total_energy_ha": -3420.791444,
  "homo_ev": [-9.7, -10.4]
}

---

# 2
{
  "formula": "C8H19CrN4O3S2",
  "method": "the ωB97M-V functional and the def2-TZVPD basis",
  "species": ["N", "H", "H", "N", "Cr", "C", "H", "H", "H", "H", "C", "H", "C", "N", "O", "O", "H", "S", "H", "H", "S", "H", "H", "N", "C", "H", "H", "O", "H", "H", "H", "C", "H", "C", "H", "C", "C"],
  "positions_angstrom": [[-3.836, 0.830, -1.899], [-1.700, -2.187, -0.898], [-1.162, -1.157, 0.411], [-0.948, -0.309, -1.411], [-2.033, 1.495, -1.472], [-4.338, -0.369, -1.347], [4.247, 1.442, 1.210], [-1.823, 3.026, 1.010], [-4.445, -1.309, -1.939], [-3.400, -2.142, -0.252], [-1.661, -1.166, -0.563], [-0.053, 0.109, -0.876], [-3.292, -1.010, -0.295], [-1.940, 1.056, 1.491], [2.248, 3.287, 0.289], [3.641, -2.166, -2.675], [-1.229, 0.382, 1.139], [3.823, -2.858, -1.181], [-6.481, -2.626, 0.275], [4.739, -0.622, 3.031], [2.589, -0.196, 0.331], [-5.314, 0.035, -0.756], [-4.489, 1.258, -2.533], [4.512, -1.770, 1.291], [2.849, 4.185, 0.728], [4.992, -2.584, 1.653], [2.993, 0.758, 2.335], [3.508, 5.090, 1.063], [5.913, -0.116, 1.891], [3.792, -1.139, -2.664], [-6.302, -2.034, -0.421], [-1.901, 1.997, 0.653], [-3.658, -0.605, 0.681], [3.719, 0.521, 1.551], [-2.000, 3.088, -2.030], [3.620, -1.709, 0.253], [4.819, -0.485, 1.928]],
  "forces_ev_per_angstrom": [[2.05, 0.62, -0.88], [0.72, -0.74, -0.51], [-0.53, -0.68, 0.33], [2.40, 3.28, 0.02], [-0.52, -0.70, 0.53], [0.16, -0.62, 2.57], [-0.98, -0.57, -0.08], [-1.54, 0.51, 0.21], [-0.96, 1.16, -0.76], [-1.10, 1.37, 0.15], [-1.73, -0.04, 1.33], [-2.27, -1.25, -1.26], [-0.40, -0.72, 0.69], [2.37, -0.05, 1.77], [0.28, 0.38, 0.68], [-0.35, 2.81, 1.29], [-2.12, -0.61, -0.14], [0.10, 0.55, 1.18], [0.72, 2.47, -2.96], [-0.09, -0.19, -0.58], [1.96, -2.20, -1.30], [1.62, -2.07, -1.02], [-0.05, 0.36, 0.05], [-1.13, 0.76, -1.55], [0.52, 0.56, -0.73], [-0.04, -0.17, -0.76], [0.76, 0.12, 0.35], [-0.81, -0.97, 0.06], [-1.72, -0.69, -1.12], [-0.27, -2.61, -0.02], [-0.75, -2.51, 2.98], [1.12, 0.45, -2.45], [1.25, -0.26, -0.46], [0.50, 0.97, -0.09], [-0.13, 0.00, -0.10], [0.82, 1.18, -0.27], [0.14, 0.09, 2.86]],
  "lowdin_spin": [-0.01, 0.00, 0.00, 0.01, 3.10, 0.00, 0.00, -0.01, 0.00, 0.00, 0.01, 0.00, 0.00, 0.00, 0.00, 0.00, -0.01, 0.00, 0.00, 0.00, 0.00, 0.00, 0.01, 0.00, 0.00, 0.00, 0.00, 0.00, 0.00, 0.00, 0.00, -0.12, 0.00, 0.00, -0.03, 0.01, 0.00],
  "spin_multiplicity": 4,
  "charge": 0,
  "s2": 3.91,
  "total_energy_ha": -2601.339871,
  "homo_ev": [-5.3, -5.8]
}

---

# 3
{
  "formula": "C13H44N7O12",
  "method": "the ωB97M-V functional and the def2-TZVPD basis",
  "species": ["O", "H", "N", "H", "H", "O", "C", "H", "C", "H", "H", "H", "C", "O", "H", "O", "C", "C", "H", "H", "O", "O", "H", "N", "C", "H", "O", "N", "N", "H", "H", "H", "H", "H", "H", "H", "H", "H", "H", "H", "C", "H", "C", "C", "H", "H", "H", "O", "C", "H", "H", "O", "H", "O", "N", "H", "C", "N", "H", "H", "O", "H", "O", "H", "H", "H", "H", "H", "H", "H", "C", "H", "H", "N", "H", "C"],
  "positions_angstrom": [[-19.329, -16.330, 0.668], [-21.212, -4.556, 0.558], [-12.936, -3.609, 0.111], [-23.092, -11.383, 2.518], [-13.631, -11.645, -5.540], [-21.041, -12.233, -3.401], [-20.524, -6.641, -2.706], [-12.013, -9.360, 1.513], [-22.391, -12.612, -3.381], [-20.798, -5.830, -3.380], [-19.509, -6.332, -2.452], [-20.794, -11.997, -2.504], [-22.543, -10.809, 3.265], [-18.844, -10.057, -0.296], [-20.719, -11.906, 2.218], [-10.967, -11.616, 1.243], [-18.299, -16.085, 0.052], [-12.093, -11.256, 0.926], [-23.006, -11.263, -1.812], [-22.679, -13.410, 4.145], [-16.608, -7.531, 4.111], [-21.214, -3.709, 1.009], [-22.354, -13.787, -1.499], [-17.850, -9.495, 0.104], [-21.496, -11.589, 4.039], [-15.267, -9.074, 4.301], [-14.624, -3.719, -1.270], [-17.900, -14.948, -0.409], [-12.568, -10.029, 0.998], [-20.985, -10.820, 4.619], [-20.732, -7.456, -0.941], [-22.090, -9.951, 2.769], [-16.885, -7.782, 3.227], [-23.490, -14.351, -2.740], [-17.682, -17.956, -0.285], [-12.795, -2.820, -0.504], [-15.967, -8.528, 5.810], [-15.263, -11.545, -3.288], [-23.253, -10.406, 3.988], [-16.984, -14.870, -0.827], [-19.967, -3.725, 1.626], [-24.320, -11.625, -2.898], [-16.196, -8.744, 4.767], [-22.500, -13.925, -2.570], [-22.884, -10.529, -3.241], [-16.980, -9.469, 4.545], [-16.705, -16.594, -0.956], [-21.222, -6.853, -1.505], [-14.023, -4.189, -0.342], [-18.348, -14.065, -0.210], [-13.816, -5.677, 0.977], [-20.520, -12.061, 3.144], [-13.795, -11.535, -0.061], [-16.834, -10.114, 0.169], [-12.979, -11.993, 0.321], [-13.528, -9.891, 0.718], [-22.126, -12.776, 4.838], [-14.434, -5.245, 0.304], [-12.369, -3.911, 0.890], [-12.676, -12.923, 0.068], [-13.988, -12.097, -4.771], [-22.806, -12.303, 5.546], [-17.834, -8.264, 0.347], [-21.455, -13.460, 5.358], [-15.324, -5.695, 0.143], [-20.015, -4.373, 2.502], [-19.602, -2.766, 1.993], [-14.316, -10.241, -3.964], [-20.425, -7.539, -3.316], [-22.735, -12.883, -4.379], [-23.240, -11.483, -2.854], [-21.830, -14.743, -2.834], [-15.708, -10.871, -4.818], [-17.423, -16.983, -0.362], [-19.239, -4.094, 0.903], [-14.845, -11.160, -4.218]],
  "forces_ev_per_angstrom": [[0.14, 0.12, 0.10], [-0.62, -0.03, -0.34], [2.31, 1.54, 0.27], [0.05, -0.28, 0.07], [0.32, -0.40, -0.20], [0.46, 0.32, -0.76], [2.05, -0.25, -0.06], [-0.55, 0.07, -0.20], [-0.05, -1.50, 0.81], [-1.26, 0.08, 0.58], [0.40, -0.20, -0.01], [0.18, 0.13, 0.18], [-0.42, 0.37, 0.48], [-3.06, -0.72, -0.56], [-0.23, 0.21, 0.09], [0.09, -0.09, 0.51], [-2.45, -1.62, 1.06], [2.26, 0.20, -0.03], [-0.03, -0.63, 0.53], [-0.20, 0.17, -0.10], [0.26, 0.08, 0.58], [-0.70, 0.34, -0.38], [-0.13, 0.28, 0.10], [-0.36, 2.26, -0.62], [-0.29, -0.47, -0.91], [0.14, -0.33, 0.05], [-1.12, 1.03, -1.94], [0.75, 5.60, -1.09], [0.01, 3.05, 1.01], [-0.04, -0.36, 0.84], [0.40, -0.16, -0.15], [0.13, -0.04, -0.05], [-0.10, 0.05, -0.26], [-0.30, 0.04, 0.31], [0.49, 0.24, -0.25], [1.03, 0.18, 0.69], [-0.53, -0.13, -0.02], [0.12, -0.14, 0.01], [-0.28, 0.06, -0.10], [-0.43, 0.32, 0.18], [1.07, -0.37, 0.57], [0.09, 0.06, -0.35], [0.03, 0.72, -1.33], [-0.82, -0.06, 0.05], [-0.49, -0.07, -0.93], [0.18, -0.42, 0.81], [-0.04, -1.39, 0.00], [-1.22, 0.68, -0.22], [-1.42, -0.22, -0.43], [-0.07, -0.29, 0.19], [-0.43, -0.01, -0.05], [0.97, -0.83, -0.09], [0.03, -0.86, -0.15], [4.05, -2.16, 0.76], [-1.82, -3.28, -1.45], [0.29, 0.74, 0.51], [0.16, 1.09, -0.44], [-0.56, -3.16, 2.14], [-0.13, 0.38, -0.41], [-0.52, 0.23, -0.18], [0.39, -0.42, -0.81], [-0.19, -0.35, 0.20], [-0.55, 0.63, 0.46], [0.39, 0.48, 0.00], [0.24, 0.20, -0.28], [0.36, -0.25, 0.10], [-0.51, 0.33, -0.30], [0.07, 0.18, 0.09], [-0.22, -0.21, 0.01], [0.48, 0.33, -0.37], [0.30, 0.70, 0.97], [0.39, 0.45, -0.51], [-0.01, -0.21, -0.45], [1.58, -2.90, -0.18], [0.41, -0.10, 0.28], [-0.92, 0.99, 1.39]],
  "lowdin_charge": [0.02, 0.07, 0.15, 0.08, 0.07, -0.04, -0.18, 0.11, -0.51, 0.07, 0.07, 0.09, -0.08, -0.06, 0.08, 0.01, -0.77, -0.78, 0.08, 0.07, -0.15, -0.12, 0.07, -0.72, -0.49, 0.07, 0.03, 0.16, 0.16, 0.13, 0.07, 0.08, 0.06, 0.07, 0.12, 0.11, 0.07, 0.08, 0.08, 0.11, -0.19, 0.08, -0.15, -0.06, 0.08, 0.08, 0.10, -0.12, -0.81, 0.13, 0.10, -0.05, 0.11, -0.06, 0.16, 0.10, -0.05, 0.18, 0.11, 0.12, -0.11, 0.07, -0.10, 0.07, 0.12, 0.08, 0.07, 0.08, 0.07, 0.13, -0.06, 0.07, 0.08, 0.14, 0.08, -0.20],
  "charge": -1,
  "total_energy_ha": -1807.800089,
  "homo_ev": -5.6
}

---

# 4
{
  "formula": "C3H8N2O2S",
  "method": "the ωB97M-V functional and the def2-TZVPD basis",
  "species": ["S", "H", "C", "H", "H", "H", "C", "O", "H", "H", "O", "H", "H", "N", "N", "C"],
  "positions_angstrom": [[-2.629, 0.362, -0.626], [1.348, 0.109, 2.282], [1.455, 0.471, 1.274], [-1.017, 0.686, -2.519], [-0.074, 1.844, 1.178], [-0.086, -1.642, -0.874], [-0.497, 0.024, -0.007], [-2.993, 0.963, 0.598], [-1.531, 0.187, -2.897], [2.077, -1.710, 0.811], [-2.859, -1.096, -0.785], [2.205, -0.487, -0.641], [2.440, 1.095, 1.359], [0.199, 0.982, 0.697], [0.282, -0.987, -0.198], [1.679, -0.802, 0.347]],
  "forces_ev_per_angstrom": [[0.67, -2.81, -1.73], [-0.57, -0.10, 0.61], [2.01, -1.67, -1.01], [-1.07, -1.28, -1.30], [-1.09, -0.83, -0.93], [0.60, -0.54, 0.17], [0.30, 3.28, 0.95], [-0.99, 0.94, 2.34], [1.51, 1.23, 0.68], [-0.06, 0.42, -0.16], [-0.09, 1.58, 0.18], [0.05, -0.68, 2.02], [-2.13, -0.48, -0.88], [1.11, 0.23, 0.84], [0.13, -0.71, 0.64], [-0.38, 1.42, -2.44]],
  "lowdin_charge": [0.68, 0.09, -0.16, 0.03, 0.14, 0.14, -0.29, -0.48, 0.04, 0.11, -0.53, 0.14, 0.14, 0.02, 0.02, -0.09],
  "charge": 0,
  "total_energy_ha": -777.173083,
  "homo_ev": -8.6
}

---

What is the formula in the first record?
C47H46N5O3S2TeY